# 1
C15H38Cl2P2Tc | the ωB97M-V functional and the def2-TZVPD basis

Each line ends with the Mulliken spin population.
CARTESIAN COORDINATES (ANGSTROEM)
Tc  0.0963  -0.7309  1.3092  2.58
Cl  -1.1793  -0.1196  -0.4528  0.24
Cl  1.9029  0.4052  1.9450  0.16
H  1.2524  -1.2594  0.2128  -0.04
H  0.4952  -1.9815  0.2523  0.06
P  0.2300  1.8418  -1.7112  -0.01
C  -1.2235  1.9511  -2.9043  0.01
C  0.6805  3.6426  -1.5578  0.00
C  1.5499  1.2343  -2.9116  0.00
C  -2.6348  1.8614  -2.3034  0.01
H  -1.0636  1.0423  -3.5055  0.00
C  -1.2480  3.1707  -3.8255  0.00
H  -1.5291  4.0778  -3.2731  0.00
H  -2.0256  3.0141  -4.5877  0.00
H  -0.3143  3.3590  -4.3572  0.00
H  -2.8375  0.9051  -1.8170  0.00
H  -3.3546  1.9464  -3.1324  0.00
H  -2.8299  2.6721  -1.5888  0.00
H  1.0404  0.3380  -3.2998  0.00
C  2.8313  0.7567  -2.2134  0.00
C  1.9038  2.1574  -4.0904  0.00
H  1.2236  2.0233  -4.9438  0.00
H  2.9164  1.9163  -4.4494  0.00
H  1.9163  3.2228  -3.8160  0.00
H  2.6266  -0.0851  -1.5420  0.00
H  3.3330  1.5487  -1.6407  0.00
H  3.5239  0.4051  -2.9944  0.00
C  -0.3537  4.3493  -0.6838  0.00
H  0.6461  4.1044  -2.5540  0.00
C  2.0849  3.8196  -0.9850  0.00
H  -1.3226  4.4539  -1.1842  0.00
H  0.0178  5.3633  -0.4833  0.00
H  -0.4972  3.8191  0.2686  0.00
H  2.2255  3.2079  -0.0817  0.00
H  2.2116  4.8797  -0.7253  0.00
H  2.8655  3.5735  -1.7114  0.00
C  -1.7520  -1.4772  4.2747  0.00
C  -0.3761  -2.0937  4.0096  0.00
P  -0.3375  -2.7065  2.2435  -0.07
C  0.8629  -4.0547  2.0590  0.01
C  1.2729  -4.8075  3.3337  0.01
C  -1.9088  -3.6434  2.1611  0.02
C  -2.1049  -4.6676  3.2927  0.01
H  -1.9845  -0.5662  3.6942  0.01
H  -1.8020  -1.2025  5.3415  0.00
H  -2.5409  -2.2097  4.0702  0.00
H  0.4279  -1.3501  4.1422  0.00
H  -0.1650  -2.9218  4.7149  0.01
H  0.4474  -4.7528  1.3055  0.00
H  1.7297  -3.5533  1.5912  0.00
H  0.6356  -5.6848  3.5222  0.00
H  2.3027  -5.1753  3.2277  0.00
H  1.2700  -4.1619  4.2251  0.00
H  -2.7086  -2.8874  2.1649  0.00
H  -1.9349  -4.1491  1.1829  0.00
H  -1.5064  -4.4216  4.1866  0.00
H  -3.1556  -4.7163  3.6342  0.00
H  -1.8319  -5.6827  2.9614  0.00

The LUMO energy (spin up / spin down) is -0.24 / -0.79 eV. The net charge is 0. As for the spin multiplicity: 4. Its energy above the lowest of the compared OMol25 structures with the same formula, charge and spin is 206.5 kJ/mol.

***

# 2
C15H16BrFN2O3 | the ωB97M-V functional and the def2-TZVPD basis

Each line ends with the Löwdin charge.
CARTESIAN COORDINATES (ANGSTROEM)
C  2.9413  -2.0340  0.1307  -0.08
C  3.6315  -0.7629  -0.3682  -0.27
C  3.6405  0.3302  0.6998  -0.65
Br  5.3548  1.3009  0.6500  0.70
N  2.5403  1.2496  0.5896  0.01
C  2.1478  1.8301  -0.6576  -0.37
O  2.8237  2.5318  -1.3457  0.15
C  0.7020  1.5193  -0.8178  -0.08
C  -0.1089  1.6545  -1.9238  0.02
C  -1.4389  1.3067  -1.7657  -0.01
C  -1.9602  0.8532  -0.5382  -0.16
C  -3.4225  0.4803  -0.4824  -0.15
C  -3.6191  -1.0387  -0.6364  -0.26
N  -3.2106  -1.5930  -1.9160  0.01
C  -1.1197  0.7305  0.5782  -0.09
C  -1.6291  0.2758  1.9264  -0.02
C  -1.0772  -1.0063  2.4896  -0.44
O  -1.6380  -1.6745  3.2917  0.17
F  0.1125  -1.4002  1.9850  0.10
C  0.2129  1.0674  0.3941  -0.03
C  1.3535  1.0746  1.3610  -0.34
O  1.3155  1.0465  2.5571  0.16
H  1.9962  -1.7934  0.6215  0.06
H  2.6939  -2.6842  -0.7083  0.08
H  3.5776  -2.5867  0.8187  0.08
H  3.1718  -0.4230  -1.2970  0.11
H  4.6640  -1.0027  -0.6165  0.08
H  3.5949  -0.1076  1.6930  0.10
H  0.2848  2.0289  -2.8585  0.13
H  -2.1229  1.3962  -2.6000  0.11
H  -3.9600  1.0118  -1.2685  0.11
H  -3.8401  0.8088  0.4696  0.11
H  -3.0014  -1.5234  0.1246  0.11
H  -4.6512  -1.3132  -0.4188  0.11
H  -3.5592  -1.0536  -2.6968  0.07
H  -2.2054  -1.6595  -1.9857  0.07
H  -1.4995  1.0845  2.6468  0.15
H  -2.6955  0.0752  1.8745  0.11

The LUMO energy is -0.53 eV. The net charge is 0. The SMILES is CC[C@@H](Br)N1C(=O)c2ccc(CCN)c(CC(=O)F)c2C1=O.

***

Number 2 is which compound?
C15H16BrFN2O3